(1)
This record from the Open Molecules 2025 dataset describes 12 unconnected molecules or ions with the total composition C29H62N4O8S5 at a distorted geometry. The level of theory is ωB97M-V with the def2-TZVPD basis set.

```
108
Properties=species:S:1:pos:R:3
C -3.98852 -0.28863 2.29327
O -4.52076 -1.51336 1.85118
H -3.36277 -0.55150 3.14617
H -3.29649 0.11450 1.55389
H -4.69676 0.47831 2.60680
H -4.55706 -2.22253 2.49721
C 3.98353 0.48788 -3.27659
O 5.17782 -0.15310 -3.70506
H 3.35512 -0.18388 -2.69184
H 4.14969 1.34616 -2.62554
H 3.34334 0.81860 -4.09444
H 4.96622 -1.08807 -3.65367
C 3.44044 -3.37815 -3.29973
O 4.57266 -2.91899 -3.96509
H 2.83706 -2.52430 -2.99155
H 2.79990 -4.06739 -3.84996
H 3.70019 -3.92249 -2.39181
H 4.33089 -2.75477 -4.87953
N -1.30606 -4.23017 -1.87638
C -1.31239 -4.80101 -0.65920
C -2.26993 -4.19246 0.14455
C -2.74078 -3.14245 -0.60648
C -2.10407 -3.11482 -1.80521
H -0.72544 -4.51467 -2.65229
H -0.75134 -5.70338 -0.46596
H -2.56030 -4.41089 1.16160
H -3.34938 -2.35920 -0.17926
H -2.10730 -2.38092 -2.59753
N -0.36151 0.01414 -6.75154
C -0.51134 0.42445 -5.39159
C 0.76226 0.07900 -4.75553
C 1.58237 -0.52958 -5.71937
C 0.83103 -0.58279 -6.86350
H -1.08317 0.17464 -7.43969
H -1.37158 0.95549 -5.01160
H 1.03475 0.34812 -3.74572
H 2.60718 -0.79365 -5.50387
H 1.17448 -0.98606 -7.80468
N -5.76727 0.60899 -1.92133
C -4.53895 0.47434 -1.31443
C -3.51185 0.63630 -2.18459
C -4.11173 0.97246 -3.42927
C -5.48502 0.95279 -3.22778
H -6.65283 0.48016 -1.45305
H -4.54572 0.27666 -0.25270
H -2.46879 0.60790 -1.90599
H -3.58124 1.27006 -4.32169
H -6.28113 1.10853 -3.94077
N 2.29135 3.15448 0.09485
C 3.48382 3.52042 0.68979
C 3.31198 4.70816 1.44337
C 2.03942 5.11167 1.23547
C 1.44511 4.21950 0.38596
H 2.19292 2.33356 -0.48524
H 4.37887 2.91648 0.66646
H 4.08889 5.24499 1.96742
H 1.59599 5.98264 1.69500
H 0.42331 4.25633 0.03816
C -0.66881 -1.59087 3.78433
S -0.38479 -2.67474 5.27405
O 0.36255 -3.91610 4.72554
C 1.05167 -1.68173 6.05514
H -0.88875 -0.60663 4.19784
H -1.42365 -1.98214 3.10226
H 0.22607 -1.50706 3.16768
H 0.73266 -0.74677 6.51578
H 1.84512 -1.37504 5.37361
H 1.47365 -2.26967 6.87023
C -2.49841 3.08712 0.44599
S -4.26004 3.74196 0.41478
O -4.26191 5.05252 1.15984
C -4.36067 4.21347 -1.38646
H -1.92526 3.94176 0.08655
H -2.46133 2.22694 -0.22245
H -2.12009 2.95963 1.46025
H -5.40787 4.31739 -1.67051
H -4.04546 3.34472 -1.96441
H -3.81455 5.15601 -1.42467
C 0.05738 0.76589 0.63321
S 0.37163 0.22622 -1.10962
O 1.65704 0.95488 -1.54528
C 0.63226 -1.56393 -0.69149
H 0.94513 0.47086 1.19264
H -0.90452 0.41122 1.00342
H 0.08159 1.84327 0.79679
H 1.01169 -2.14140 -1.53451
H -0.29036 -2.01448 -0.32562
H 1.32114 -1.65544 0.14825
C -0.11115 4.51762 4.22259
S -0.14148 2.79739 4.84383
O -1.26927 2.04755 4.13021
C 1.45929 2.27642 4.10758
H 0.74599 5.02067 4.67020
H -1.06165 4.98800 4.47438
H -0.01602 4.55791 3.13750
H 2.28992 2.86028 4.50416
H 1.34442 2.49781 3.04650
H 1.58034 1.20140 4.24088
C 4.86104 -3.32411 3.38450
S 3.12244 -2.78624 2.86931
O 3.23793 -1.67415 1.83569
C 2.60657 -4.38154 2.07554
H 4.93141 -4.01495 4.22467
H 5.45900 -2.44485 3.62417
H 5.31825 -3.80720 2.52097
H 3.34289 -4.49711 1.28019
H 1.57326 -4.36997 1.72878
H 2.69462 -5.22105 2.76516
```

Output
LUMO = 0.3 eV
Orbital gap = 8.1659 eV
Charge = 0
Molar mass = 755.17 g/mol

Atom charges from the Löwdin analysis, given in e for atoms 1 to 5: -0.157 -0.129 0.066 0.055 0.088

(2)
This record from the Open Molecules 2025 dataset describes a molecular structure, C45H63BBaN6O2S3 at a distorted geometry. The level of theory is ωB97M-V with the def2-TZVPD basis set.

```
121
Properties=species:S:1:pos:R:3
Ba -0.56690 0.34598 -1.01470
C -3.42164 -1.04352 -1.49683
C -3.80508 -1.39339 -0.18681
C -2.99674 -2.51620 0.19758
C -2.13491 -2.78479 -0.88482
C -2.37633 -1.88368 -1.94473
C -2.06277 -2.20532 -3.39961
C -2.90980 -3.41094 -3.84091
C -2.41280 -1.03289 -4.32277
C -0.58394 -2.58500 -3.57802
C -2.96008 -3.37237 1.46908
C -2.30252 -2.62968 2.64207
C -4.35151 -3.88223 1.86968
C -2.11409 -4.63586 1.23608
C -4.94859 -0.63729 0.50329
C -5.16837 0.73024 -0.16908
C -6.26425 -1.42129 0.35150
C -4.70173 -0.32182 1.98328
H -3.92068 -0.31798 -2.12485
H -1.41322 -3.58822 -0.94068
H -3.96979 -3.18501 -3.71470
H -2.67779 -4.28338 -3.22914
H -2.72779 -3.66092 -4.89277
H -3.49296 -0.88535 -4.35715
H -2.06831 -1.23100 -5.34230
H -1.96070 -0.09994 -3.98118
H -0.35024 -3.49053 -3.01535
H 0.07445 -1.79018 -3.21422
H -0.35207 -2.77127 -4.63200
H -2.81986 -1.70426 2.88900
H -1.27072 -2.38217 2.38652
H -2.28076 -3.26278 3.53604
H -5.01396 -3.09433 2.21543
H -4.26191 -4.61191 2.68003
H -4.82643 -4.37307 1.01755
H -1.06917 -4.38995 1.04259
H -2.49711 -5.21881 0.39626
H -2.14521 -5.26084 2.13256
H -5.55610 0.62830 -1.18337
H -4.23998 1.30235 -0.21003
H -5.90112 1.30377 0.40460
H -6.45303 -1.61958 -0.70532
H -7.10465 -0.84444 0.75177
H -6.22979 -2.37888 0.86900
H -3.78866 0.26484 2.10081
H -4.61996 -1.21006 2.60264
H -5.53464 0.27063 2.37418
O 1.70941 -0.33013 -0.72262
S 3.03687 -0.86637 -0.23715
C 4.14699 -0.87092 -1.68913
C 4.40842 0.43275 -2.43279
C 3.18954 1.09649 -3.07440
C 2.52353 0.21999 -4.12524
S 0.82547 0.72673 -4.48051
O 0.16339 0.74768 -3.12146
C 1.11519 2.43785 -4.91013
C 0.37035 3.40201 -4.25440
C 0.51597 4.73292 -4.62532
C 1.37909 5.08047 -5.65193
C 2.11205 4.09990 -6.31219
C 1.98007 2.77105 -5.94685
C 3.83837 0.47566 0.63148
C 3.14402 1.64928 0.85827
C 3.77291 2.68787 1.53226
C 5.07401 2.53604 1.99021
C 5.75186 1.33880 1.78568
C 5.13380 0.29934 1.10535
H 3.71848 -1.64152 -2.33368
H 5.08267 -1.27409 -1.29465
H 5.14903 0.21453 -3.20922
H 4.87178 1.14885 -1.75100
H 3.50782 2.03278 -3.53547
H 2.45526 1.34001 -2.30696
H 2.39048 -0.80901 -3.78544
H 3.05728 0.19687 -5.07696
H -0.28553 3.12135 -3.44212
H -0.04692 5.49360 -4.10111
H 1.47912 6.11657 -5.94732
H 2.78648 4.37052 -7.11373
H 2.54779 2.00988 -6.46853
H 2.12147 1.74900 0.51859
H 3.23536 3.61348 1.69211
H 5.56297 3.35036 2.50854
H 6.76385 1.21670 2.15045
H 5.66084 -0.63505 0.94300
B -2.02656 3.46226 0.00577
N -1.91991 2.54955 1.25636
C -2.17509 2.83492 2.53948
C -1.78215 1.75941 3.31666
C -1.28455 0.83626 2.39334
N -1.36931 1.32478 1.15479
N -0.58025 3.96731 -0.31810
C -0.00822 5.12092 0.05064
C 1.29476 5.13465 -0.41653
C 1.42031 3.91110 -1.08214
N 0.28706 3.21137 -1.01880
H -2.41489 2.81413 -0.94494
H -2.72325 4.41090 0.26166
H -2.61661 3.77779 2.81663
H -1.85390 1.65490 4.38524
H -0.88102 -0.14784 2.56542
H -0.55591 5.84727 0.62749
H 2.02614 5.91947 -0.32410
H 2.27204 3.52545 -1.62260
C 5.45587 -0.50221 5.44963
C 4.12985 -1.18253 5.35900
C 3.54296 -1.89706 6.35552
C 2.27433 -2.47424 6.09424
N 1.64935 -2.34037 4.94788
C 2.22152 -1.63180 3.94636
S 1.50992 -1.36303 2.46845
N 3.46830 -1.07905 4.18605
C 1.56867 -3.26524 7.14994
H 5.85615 -0.57306 6.45728
H 5.36098 0.55083 5.17893
H 6.16461 -0.96390 4.75951
H 4.02506 -2.01288 7.31417
H 3.85419 -0.52260 3.43295
H 2.22410 -3.50429 7.98507
H 1.17198 -4.17995 6.71304
H 0.71815 -2.69048 7.51990
```

Output
LUMO = -0.2 eV
Orbital gap = 5.2948 eV
Charge = 0
Molar mass = 964.38 g/mol

Atom charges from the Löwdin analysis, given in e for atoms 1 to 5: 1.966 -0.138 -0.146 -0.135 -0.091

(3)
This record from the Open Molecules 2025 dataset describes a single C6H5FN2O4 molecule at a distorted geometry. The level of theory is ωB97M-V with the def2-TZVPD basis set.

```
18
Properties=species:S:1:pos:R:3
C 0.49230 -0.35100 -1.82403
C 1.18837 -1.20478 -1.07489
C -0.39876 0.66161 -1.15775
C 1.39991 -1.26076 0.37189
C -0.01376 1.62977 -0.31638
C 0.47994 -1.22830 1.28568
N -1.07565 2.47325 0.20867
N -0.96317 -1.10594 1.34062
O -0.84277 2.95964 1.29278
O -2.13341 2.46342 -0.35896
O -1.65259 -1.31788 0.30164
O -1.37400 -0.91406 2.42964
F 0.80989 -1.26862 2.65580
H 0.42319 -0.40182 -2.86816
H 1.77392 -1.97533 -1.61859
H -1.46559 0.62459 -1.25700
H 2.31126 -1.67910 0.73349
H 1.04094 1.89529 -0.14446
```

Output
LUMO = -1.4 eV
Orbital gap = 8.7778 eV
Charge = 0
SMILES = O=[N+]([O-])/C=C/C=C\C=C(\F)[N+](=O)[O-]
Molar mass = 188.11 g/mol

Atom charges from the Löwdin analysis, given in e for atoms 1 to 5: -0.038 -0.075 -0.049 0.015 -0.012

(4)
This record from the Open Molecules 2025 dataset describes a molecular structure, C22H46BaBrP3 at a distorted geometry. The level of theory is ωB97M-V with the def2-TZVPD basis set.

```
73
Properties=species:S:1:pos:R:3
Ba 0.69494 0.85730 0.46576
C 2.88740 0.80771 1.71453
C 3.31499 1.07741 0.38147
C 2.83221 2.34562 0.02073
C 2.12296 2.88880 1.11197
C 2.16216 1.94062 2.17838
C 1.31221 1.90264 3.45081
C 1.45888 4.25024 1.11774
C 3.10590 3.09732 -1.25380
C 4.22201 0.17076 -0.42459
C 2.90728 -0.53588 2.43820
H 0.47468 1.17712 3.39134
H 0.87004 2.87129 3.67557
H 1.92894 1.60122 4.29727
H 0.81644 4.42384 0.25169
H 2.23447 5.01923 1.11282
H 0.85518 4.40472 2.01216
H 2.19423 3.49054 -1.70849
H 3.57978 2.45704 -1.99767
H 3.77252 3.94145 -1.06805
H 5.24563 0.28228 -0.06210
H 4.22698 0.43453 -1.47983
H 3.95814 -0.88590 -0.35138
H 1.89656 -0.96572 2.60577
H 3.36055 -0.41337 3.42169
H 3.48729 -1.27942 1.89311
C -3.23441 -1.83317 -0.88018
P -2.65103 -1.15869 0.71412
C -3.40426 -2.39469 1.83643
C -3.85011 0.22215 0.87617
C -3.70387 0.99616 2.18866
P -2.17744 1.98847 2.29737
C -2.65282 3.50475 1.40720
C -2.27156 2.55776 4.02649
H -4.32055 -1.97436 -0.86926
H -2.76152 -2.79634 -1.08258
H -2.96058 -1.15682 -1.69150
H -4.48888 -2.46613 1.70880
H -3.18849 -2.17406 2.88389
H -2.97338 -3.37698 1.62559
H -4.86137 -0.18517 0.77509
H -3.68286 0.87962 0.01880
H -3.69632 0.30911 3.04302
H -4.55066 1.67205 2.35123
H -3.59396 3.91907 1.78404
H -2.73997 3.29354 0.34022
H -1.86977 4.26095 1.50848
H -3.24626 2.99372 4.26383
H -1.50689 3.31169 4.22096
H -2.08768 1.72088 4.70327
Br -1.30732 1.56352 -1.57192
C -0.73110 -3.89218 -4.77696
C -1.32077 -2.93239 -3.74720
P -0.13069 -2.18717 -2.57788
C 1.19026 -1.59430 -3.70100
C 2.08331 -0.59517 -2.97980
C 0.63716 -3.66857 -1.79147
C 1.14388 -3.35123 -0.38374
H -1.49347 -4.37771 -5.39136
H -0.15723 -4.68909 -4.29641
H -0.05388 -3.38098 -5.46464
H -2.08588 -3.42592 -3.14121
H -1.84470 -2.10091 -4.22948
H 0.70688 -1.12567 -4.56357
H 1.78215 -2.42584 -4.09398
H 1.50698 0.26465 -2.62226
H 2.88841 -0.19842 -3.60459
H 2.56443 -1.05813 -2.11668
H 1.45186 -4.06664 -2.40439
H -0.12225 -4.45546 -1.75792
H 1.97215 -2.63290 -0.40807
H 1.51607 -4.23187 0.14563
H 0.35601 -2.91255 0.23365
```

Output
LUMO = 0.2 eV
Orbital gap = 7.8055 eV
Charge = 0
Molar mass = 620.76 g/mol

Atom charges from the Löwdin analysis, given in e for atoms 1 to 5: 1.481 -0.441 -0.385 -0.396 -0.413

(5)
This record from the Open Molecules 2025 dataset describes a single C4H6O molecule at a distorted geometry. The level of theory is ωB97M-V with the def2-TZVPD basis set.

```
11
Properties=species:S:1:pos:R:3
C 0.35709 -0.68877 0.04971
C -1.12090 -0.88469 0.32706
C 1.31283 0.35784 0.09830
C -1.86280 0.31068 -0.07717
O 2.69256 0.14420 0.07412
H 0.63098 -1.65274 -0.25975
H 1.13387 1.30337 0.57551
H -1.63408 0.47582 -1.13269
H -1.37496 1.24534 0.38829
H -2.95305 0.21478 0.11161
H 2.81845 -0.82584 -0.15499
```

Output
LUMO (spin up / spin down) = -0.5 / -0.5 eV
Orbital gap (spin up / spin down) = 7.8042 / 7.8033 eV
Charge = 0
Molar mass = 70.09 g/mol

Atom charges from the Löwdin analysis, given in e for atoms 1 to 5: -0.161 -0.023 -0.127 -0.197 -0.024

(6)
This record from the Open Molecules 2025 dataset describes a single C6H13NO molecule at a distorted geometry. The level of theory is ωB97M-V with the def2-TZVPD basis set.

```
21
Properties=species:S:1:pos:R:3
C -1.89950 -1.56624 0.34804
C -0.37130 -1.27136 0.30596
N -0.11405 0.01701 -0.23322
C -0.59728 1.13933 0.52419
C 0.17621 1.63083 1.74753
C 1.20671 0.23568 -0.81423
C 1.36626 -0.60170 -2.11251
O 0.39680 -2.03189 0.83131
H -2.35589 -1.19215 -0.54899
H -2.33398 -0.94299 1.11534
H -2.01101 -2.66949 0.36972
H -0.57539 1.98085 -0.17626
H -1.66815 0.90081 0.71660
H -0.25112 1.30739 2.68021
H 1.23429 1.35093 1.72695
H 0.05025 2.76312 1.94556
H 1.27524 1.28186 -1.10201
H 2.06149 0.04949 -0.14508
H 1.37282 -1.70384 -1.89635
H 0.65940 -0.42721 -2.88513
H 2.37820 -0.25043 -2.39764
```

Output
LUMO = 0.9 eV
Orbital gap = 10.0468 eV
Charge = 0
SMILES = CCN(CC)C(C)=O
Molar mass = 115.18 g/mol

Atom charges from the Löwdin analysis, given in e for atoms 1 to 5: 0.001 -0.465 -0.124 -0.250 -0.074